ORCA calculation (ωB97M-V/def2-TZVPD) on a molecular structure, C61H56O5P2S3Tl in a non-equilibrium geometry.

Each line ends with the Mulliken spin population.
CARTESIAN COORDINATES (ANGSTROEM)
Tl1 -2.04936 -0.00933 1.45063  0.201
S1 1.02738 -1.54566 1.84537  0.042
S2 -5.01682 0.17533 5.64640  -0.001
S3 -0.49862 -2.46501 -1.52444  0.003
P1 -0.21397 3.60095 -0.91097  0.031
P2 -2.76217 2.96323 1.51579  0.311
O1 -2.56545 -3.02370 0.86055  0.013
O2 -0.75470 -1.02612 -1.00587  0.021
O3 1.11601 1.22647 -2.47420  0.000
O4 0.01470 -1.03400 2.85896  0.042
O5 0.14585 0.91715 0.61412  0.003
C1 -0.85480 -1.93328 -6.00124  -0.001
C2 -6.69611 1.92723 1.71623  -0.011
C3 -0.12385 -5.93372 1.59169  0.000
C4 4.26574 -2.44431 4.06460  -0.002
C5 -5.02212 3.62692 3.06818  0.015
C6 6.08230 -3.22100 -0.12357  0.000
C7 3.37558 -1.87572 -2.34959  0.000
C8 -0.56810 4.15862 5.44284  0.003
C9 -3.82751 2.94832 -3.74783  0.002
C10 -0.11634 -3.84972 2.85809  -0.005
C11 -0.54369 -3.19360 -5.45103  0.000
C12 2.04446 5.33873 -3.92319  -0.002
C13 3.27921 -3.47244 -0.42735  0.003
C14 -1.87086 4.25806 -3.01931  0.001
C15 1.38664 5.76792 -1.22176  0.002
C16 -0.53724 -7.26668 1.57043  0.000
C17 -3.35065 1.84252 -3.06128  0.002
C18 -2.99813 4.11000 -3.80257  0.001
C19 4.06686 -2.65669 -1.29489  -0.001
C20 -0.72759 -2.25972 -3.28405  0.001
C21 -1.36035 5.06737 4.84241  0.006
C22 0.67773 -3.28307 1.75506  0.008
C23 -0.56392 -5.11119 2.70338  0.000
C24 1.24897 -2.67466 -1.47295  0.003
C25 5.21063 -1.55562 3.54400  0.002
C26 -2.71819 4.37714 0.35373  0.062
C27 -2.00028 4.73497 3.65885  0.026
C28 1.86910 -3.37068 -0.46568  -0.004
C29 1.23996 4.43473 -3.26287  0.003
C30 -0.61572 2.82332 5.04110  -0.003
C31 -1.92024 3.44987 3.08829  0.077
C32 2.21534 6.70169 -1.87643  -0.002
C33 -0.96345 -1.95584 -7.55363  0.000
C34 -0.49077 -3.34557 -4.08305  0.000
C35 2.60818 -1.56219 2.60823  0.001
C36 6.63820 -1.59330 4.02273  0.000
C37 5.53014 -2.58923 -1.17937  0.000
C38 0.93974 4.65894 -1.91767  0.003
C39 0.97085 -7.62395 -0.33380  0.000
C40 -1.12174 -0.84162 -5.13431  -0.001
C41 -7.12113 2.42360 2.95751  0.018
C42 -1.07827 -1.02747 -3.80749  0.003
C43 -5.42595 2.16935 1.21843  0.037
C44 1.44345 -6.31590 -0.25800  -0.001
C45 -6.27831 3.30586 3.61088  -0.001
C46 5.31186 -4.00108 0.76811  -0.001
C47 -2.31526 2.08003 -2.20854  -0.003
C48 4.82025 -0.73058 2.47370  -0.002
C49 -1.23274 2.49702 3.89629  -0.012
C50 3.52890 -0.72706 2.05119  0.001
C51 2.96510 -2.44852 3.61460  0.001
C52 3.94232 -4.18860 0.61386  0.000
C53 1.12409 -3.99462 0.67726  -0.007
C54 -1.52688 3.22415 -2.19423  -0.009
C55 -0.02293 -8.06704 0.60805  0.000
C56 2.56757 6.46042 -3.23460  0.005
C57 -1.29411 4.83758 0.03757  -0.013
C58 -4.38173 -0.14057 4.33654  0.008
C59 2.01093 -1.96419 -2.47183  0.000
C60 0.83319 -5.40287 0.66914  0.004
C61 -4.57174 2.99137 1.90654  0.052
H1 -1.28630 5.75127 -0.60168  0.008
H2 5.63854 -0.19618 2.07336  0.000
H3 0.96655 1.04549 -3.40050  0.000
H4 2.18421 5.23707 -4.97520  0.000
H5 2.21356 -5.91048 -0.96646  0.000
H6 1.21358 5.88249 -0.12474  0.000
H7 5.93589 -4.54649 1.42828  0.000
H8 -1.22875 5.11634 -2.95450  0.000
H9 0.57938 0.58766 -2.02417  -0.001
H10 -3.24402 4.07547 -0.56641  0.000
H11 7.26532 -0.76824 3.67686  0.000
H12 -8.16867 2.24931 3.29454  0.000
H13 -0.06881 2.10388 5.60805  0.000
H14 -0.77316 5.01447 0.98044  0.002
H15 -1.18863 -5.53936 3.48948  0.000
H16 3.28661 -0.07734 1.15684  0.001
H17 -2.34343 -3.36765 1.76496  -0.001
H18 -0.38029 -3.14997 3.61682  0.000
H19 -0.30075 -1.22744 -7.94288  0.000
H20 5.93735 -1.81502 -1.80847  0.000
H21 -5.10019 1.73157 0.22498  0.004
H22 7.03652 -2.59031 3.78316  0.000
H23 -6.55894 3.93187 4.40567  0.000
H24 -4.39973 4.38976 3.56674  0.002
H25 -0.30690 -9.13342 0.72914  0.000
H26 -1.27250 -7.61262 2.28449  0.000
H27 -0.39167 -3.92502 -6.23766  0.000
H28 1.47467 -1.53030 -3.30377  0.000
H29 2.22478 -3.13895 3.98706  -0.001
H30 -3.38975 -3.38965 0.52438  -0.001
H31 3.04677 7.25303 -3.71036  0.000
H32 -1.40396 0.11257 -5.52281  0.000
H33 -0.84695 -2.99040 -7.87415  0.000
H34 7.10883 -2.93901 0.03776  0.000
H35 -1.95595 -1.59254 -7.82896  0.000
H36 1.37332 -8.29097 -1.08874  0.000
H37 0.72014 3.65491 -3.75439  0.001
H38 2.44500 7.60100 -1.38089  0.000
H39 -3.19080 5.23829 0.85807  0.034
H40 -2.08133 1.27614 -1.56586  0.007
H41 -1.44034 -0.19978 -3.21703  0.000
H42 -7.41636 1.40124 1.00493  0.000
H43 3.36766 -4.84462 1.26224  -0.001
H44 0.19718 1.71729 0.03755  0.004
H45 0.28733 0.14640 0.04586  0.002
H46 4.55932 -3.19126 4.77388  0.000
H47 -1.08430 1.43205 3.59359  0.006
H48 -3.47171 4.96398 -4.34925  0.000
H49 -4.75274 2.92333 -4.30084  0.000
H50 3.89434 -1.21338 -3.00709  0.000
H51 -2.56992 5.48888 3.18241  -0.001
H52 -3.88821 0.96654 -3.04336  0.000
H53 6.73656 -1.54901 5.15814  0.000
H54 -1.40114 6.05030 5.26109  0.001
H55 -0.27673 -4.24989 -3.61952  0.000
H56 0.09008 4.26396 6.27528  0.000

Forces on atoms 1 to 2 (eV/Å):
0.45 -0.30 -0.05
-0.12 -0.13 -0.02

**Multiplicity**: 2
**Total charge**: +2
**<S²>**: 0.760
**LUMO (spin up / spin down)**: -0.162 / -0.308 hartree
**F_max**: 3.9 eV/A
**Gap between HOMO and LUMO (spin up / spin down)**: 8.0 / 4.0 eV
**Relative energy (zero: lowest compared OMol25 entry of this formula, charge and spin)**: 70.75 kcal/mol
**HOMO level (spin up / spin down)**: -12.42 / -12.41 eV

=====

ORCA calculation (ωB97M-V/def2-TZVPD) on 11 unconnected molecules or ions with the total composition C5H32N2O10 in a non-equilibrium geometry.

Each line ends with the Mulliken spin population.
CARTESIAN COORDINATES (ANGSTROEM)
O1 1.56884 2.38744 1.23676  0.004
O2 3.79681 -1.29448 -0.58476  0.000
O3 3.23546 0.12346 2.36958  0.000
O4 -3.11128 1.84254 0.62587  0.003
O5 2.45348 1.58134 -1.03698  -0.001
O6 -0.90369 0.01455 -3.53362  0.034
O7 -1.48269 -2.61190 -3.37180  0.002
O8 -1.56900 -2.96222 -0.51234  0.034
O9 -3.30562 -1.44877 0.68656  0.001
O10 -0.86753 3.27417 0.52474  0.019
N1 -0.19082 1.42183 -1.54436  0.018
N2 1.80703 -2.32843 1.80306  0.000
C1 0.16663 0.05134 0.50199  0.289
C2 -0.24920 -1.06615 1.44622  0.017
C3 -0.63086 0.58908 -0.41372  0.251
C4 0.74937 -1.44738 2.49084  0.019
C5 -0.94388 2.23690 -2.21379  0.105
H1 3.74619 -0.34713 -0.83923  0.000
H2 -4.06254 2.14093 0.70738  0.000
H3 2.43485 -2.89587 2.37207  0.000
H4 -0.96508 -0.93149 -3.33000  0.000
H5 2.61101 0.86384 2.22262  0.001
H6 4.09780 0.38369 2.47849  0.000
H7 -1.98312 2.51184 -1.96697  0.004
H8 1.16702 -0.46469 2.92059  0.001
H9 -0.96492 4.16950 0.82285  -0.001
H10 0.24882 -1.98525 3.34468  0.000
H11 -0.61285 2.82802 -3.10631  -0.002
H12 1.36030 0.13689 0.55363  0.065
H13 1.81863 3.23270 1.52823  0.002
H14 -1.75161 0.43880 -0.41634  0.036
H15 -2.10750 -3.74771 -0.48096  -0.001
H16 -0.47122 -1.90188 0.78294  0.072
H17 -2.25578 -3.04593 -3.19125  0.000
H18 2.68288 2.35499 -1.64553  0.000
H19 -2.89428 1.43324 1.45834  0.000
H20 -1.69450 2.84394 0.45957  0.001
H21 2.46410 -1.62808 1.25535  0.000
H22 2.32317 1.97780 -0.13170  0.002
H23 -3.88157 -1.61668 1.39813  0.000
H24 -0.81045 -3.14903 -3.21891  0.000
H25 -1.22335 -0.65034 1.93802  0.037
H26 4.58857 -1.38907 -0.07038  0.000
H27 0.69522 2.66810 0.85818  0.002
H28 -3.81570 -0.79845 0.15411  0.000
H29 -1.29546 0.04114 -4.40168  -0.001
H30 -2.14110 -2.36034 -0.18824  -0.001
H31 1.35839 -2.87793 1.07847  -0.003
H32 0.81103 1.40113 -1.82040  -0.007

Forces on atoms 1 to 2 (eV/Å):
-1.35 -1.03 -0.69
-1.41 0.81 -0.05

**Multiplicity**: 2
**Total charge**: +3
**<S²>**: 0.756
**LUMO (spin up / spin down)**: -0.419 / -0.551 hartree
**F_max**: 7.2 eV/A
**Gap between HOMO and LUMO (spin up / spin down)**: 8.2 / 4.5 eV
**Relative energy (zero: lowest compared OMol25 entry of this formula, charge and spin)**: 99.05 kcal/mol
**HOMO level (spin up / spin down)**: -19.60 / -19.53 eV

=====

ORCA calculation (ωB97M-V/def2-TZVPD) on 2 unconnected molecules or ions with the total composition CHF2IO in a non-equilibrium geometry.

Each line ends with the Löwdin charge.
CARTESIAN COORDINATES (ANGSTROEM)
I1 -2.89126 1.11313 3.06594  0.800
F1 -2.66096 -0.20586 1.64086  -0.801
F2 0.42927 -0.66170 -1.54697  0.106
O1 0.24523 -1.23151 0.48768  0.107
C1 0.80635 -1.39655 -0.55164  -0.354
H1 1.59548 -2.09389 -0.84981  0.141

Forces on atoms 1 to 2 (eV/Å):
0.15 -0.76 -0.82
-0.17 0.75 0.82

**LUMO**: -0.054 hartree
**SMILES**: O=CF.FI
**F_max**: 2.5 eV/A
**Gap between HOMO and LUMO**: 8.7 eV
**Relative energy (zero: lowest compared OMol25 entry of this formula, charge and spin)**: 31.89 kcal/mol
**HOMO level**: -10.19 eV

=====

ORCA calculation (ωB97M-V/def2-TZVPD) on a molecular structure, C37H62AsN7OP3PbS2.

Each line ends with the Löwdin charge.
CARTESIAN COORDINATES (ANGSTROEM)
Pb1 0.92468 0.89467 -0.85088  0.911
As1 4.56916 -1.98797 -1.61567  0.689
S1 2.55654 -1.60398 -1.07007  -0.009
S2 -1.42217 3.87093 -0.20858  0.930
P1 -0.92540 -1.35578 3.09770  1.097
P2 2.65867 2.66212 0.76778  0.729
P3 -2.71783 -1.29273 1.68264  1.071
O1 -1.07960 2.38906 -0.33928  -0.753
N1 -3.49488 1.37836 2.27236  0.191
N2 -0.23636 -0.35059 -3.14779  -0.063
N3 -0.78757 -2.02833 -4.47669  0.140
N4 -0.31673 0.12495 -4.37461  0.082
N5 -1.19606 1.36191 3.97628  0.183
N6 -0.93791 -0.76319 -6.45434  0.151
N7 -0.64370 -0.89259 -5.11290  -0.283
C1 4.00826 5.62168 -5.96468  -0.060
C2 2.33223 2.94590 -3.17708  -0.144
C3 -1.60716 3.64806 4.52180  0.011
C4 -1.96159 2.46720 3.82828  -0.169
C5 4.39596 2.64215 0.23097  -0.256
C6 -5.38578 -1.51895 1.43369  -0.051
C7 3.93707 4.71366 -3.74225  -0.041
C8 -0.67474 -2.15681 4.76776  -0.657
C9 -0.22944 -3.60901 4.60019  -0.057
C10 2.42987 3.88738 -5.43842  -0.036
C11 2.98201 4.76996 -6.35082  -0.064
C12 -0.51612 -1.65482 -3.23334  -0.244
C13 5.78565 -0.59687 -1.08498  -0.247
C14 -1.88430 -2.03563 5.68700  -0.058
C15 1.84331 2.17002 -2.38068  -0.282
C16 2.17984 4.39588 0.48306  -0.260
C17 2.78589 2.55548 2.58805  -0.272
C18 0.47496 -1.27180 5.30612  -0.063
C19 4.48500 5.59225 -4.66050  -0.064
C20 5.20849 -3.62217 -0.82871  -0.243
C21 0.66565 -1.32183 2.23257  -0.192
C22 -0.79772 4.66727 -1.72863  -0.293
C23 -3.11884 4.14221 -2.26821  -0.216
C24 -2.75628 0.32512 2.48901  -0.384
C25 -3.51622 4.77402 3.54031  -0.012
C26 -3.14955 4.00065 -0.75220  -0.320
C27 -2.00081 5.14185 -2.54018  -0.208
C28 -4.18089 -2.38477 1.84912  -0.684
C29 -3.88513 3.66144 2.84689  -0.004
C30 -1.60885 0.31793 3.31144  -0.389
C31 -4.32447 -2.86882 3.28687  -0.074
C32 -3.12315 2.47540 2.96850  -0.180
C33 -2.38222 -0.97804 -0.05067  -0.162
C34 4.73733 -2.16386 -3.52305  -0.239
C35 2.90479 3.85194 -4.12490  -0.265
C36 -4.00042 -3.57846 0.90107  -0.063
C37 -2.36865 4.76799 4.37937  -0.011
H1 -2.27298 -1.01723 5.74265  0.093
H2 -4.49790 -2.05041 3.98750  0.096
H3 3.24333 1.60606 2.87080  0.040
H4 3.39633 3.36401 2.99311  0.057
H5 -0.09648 5.45442 -1.45835  0.092
H6 -3.56473 4.88982 -0.27198  0.099
H7 -5.18672 -3.53456 3.33699  0.112
H8 5.49527 0.32724 -1.58086  0.035
H9 4.57968 -4.44254 -1.16796  0.045
H10 -2.89280 3.17866 -2.73000  0.120
H11 -1.54749 -0.28963 -0.17412  -0.023
H12 -0.97708 -4.21330 4.08344  0.087
H13 4.20475 -3.05833 -3.83965  0.046
H14 -0.73737 3.62199 5.16404  0.128
H15 -0.09889 -4.04024 5.59403  0.113
H16 5.28520 6.25587 -4.36211  0.112
H17 -4.01655 -3.28139 -0.14649  0.084
H18 1.42472 -1.47205 4.81429  0.085
H19 0.61450 -1.57643 1.17442  -0.005
H20 5.73537 -0.47655 -0.00488  0.034
H21 -0.24948 3.86376 -2.22685  0.071
H22 5.78886 -2.24095 -3.79588  0.051
H23 4.29145 -1.28753 -3.98925  0.042
H24 -0.36956 -0.01395 -6.83320  0.107
H25 -2.10912 5.67063 4.91597  0.128
H26 -4.83485 -4.26291 1.05802  0.111
H27 -2.30729 6.13902 -2.21861  0.123
H28 -4.76373 3.63818 2.21626  0.128
H29 0.72437 -3.70280 4.08189  0.085
H30 -0.72755 -1.64602 -6.90695  0.112
H31 2.61362 4.79497 -7.36747  0.112
H32 -5.42959 -1.37129 0.35485  0.093
H33 6.79807 -0.87212 -1.37737  0.053
H34 -4.10458 5.67878 3.46544  0.129
H35 1.20352 4.59579 0.92694  0.024
H36 1.04693 -0.30391 2.33324  0.054
H37 4.30646 4.68798 -2.72447  0.104
H38 1.63162 3.21845 -5.73237  0.111
H39 -2.68243 -2.72038 5.42935  0.065
H40 -5.40128 -0.54678 1.92904  0.080
H41 -3.45385 -3.44655 3.59562  0.068
H42 -0.47100 -2.35108 -2.41454  0.091
H43 0.25334 -0.20467 5.27559  0.077
H44 -4.08104 4.48097 -2.64984  0.126
H45 -1.74104 5.20515 -3.59594  0.127
H46 -3.08259 -4.13711 1.10119  0.095
H47 4.85596 1.69421 0.50555  0.024
H48 2.91005 5.07922 0.91981  0.062
H49 -6.29135 -2.05191 1.72702  0.113
H50 6.23948 -3.79185 -1.13588  0.052
H51 -2.26615 -1.87509 -0.65155  0.057
H52 5.15116 -3.54163 0.25454  0.041
H53 1.79196 2.61101 3.03643  0.024
H54 4.95779 3.45561 0.69268  0.062
H55 -1.54547 -2.30434 6.68874  0.111
H56 -3.65482 3.11630 -0.36386  0.083
H57 -3.29361 -0.44656 -0.35236  0.089
H58 0.59866 -1.54349 6.35635  0.116
H59 4.43774 6.30893 -6.68076  0.114
H60 1.34938 -2.01806 2.71379  0.059
H61 4.43019 2.74764 -0.85392  0.030
H62 2.12748 4.56947 -0.59278  0.030

Forces on atoms 1 to 2 (eV/Å):
0.10 -0.10 -0.15
0.08 -0.03 -0.18

**Total charge**: +3
**LUMO**: -0.324 hartree
**F_max**: 0.6 eV/A
**Gap between HOMO and LUMO**: 5.1 eV
**Relative energy (zero: lowest compared OMol25 entry of this formula, charge and spin)**: 54.56 kcal/mol
**HOMO level**: -13.93 eV

=====

ORCA calculation (ωB97M-V/def2-TZVPD) on 2 unconnected molecules or ions with the total composition C10H26OP2 in a non-equilibrium geometry.

Each line ends with the Löwdin charge.
CARTESIAN COORDINATES (ANGSTROEM)
P1 0.10742 1.18026 2.01906  0.723
P2 -0.26101 0.06865 0.19707  0.825
O1 -3.13273 0.91900 -1.35553  -0.389
C1 2.78553 -3.22086 -2.14455  -0.084
C2 1.06970 0.16063 3.24017  -0.474
C3 3.37098 -1.00956 -3.15594  -0.060
C4 2.77427 -1.68795 -1.87728  -0.415
C5 1.30788 -1.29418 -1.67069  -0.261
C6 -5.03407 2.34957 -1.26175  -0.145
C7 1.40815 1.08404 4.43311  -0.180
C8 -4.37342 1.02921 -0.81854  -0.567
C9 1.13888 0.10863 -0.98840  -0.362
C10 -1.60132 1.32422 2.78003  -0.297
H1 -4.45365 3.21415 -0.93014  0.051
H2 0.38261 -0.60296 3.62671  0.068
H3 0.72188 -1.36377 -2.58990  0.124
H4 -1.45261 0.69904 -0.44506  0.013
H5 3.70855 -3.50662 -2.65069  0.070
H6 -0.62819 -1.26912 0.47379  0.003
H7 -1.99116 2.29981 2.49877  0.036
H8 0.67702 1.89391 4.52588  0.050
H9 0.85804 -2.02410 -0.98389  0.076
H10 2.56486 -0.45103 -3.64344  0.075
H11 1.36673 0.51770 5.36686  0.072
H12 -1.51593 1.21980 3.86275  0.035
H13 -4.44098 1.03395 0.29866  0.069
H14 -2.21882 0.51128 2.39155  0.030
H15 3.37750 -1.43199 -1.00171  0.124
H16 3.75122 -1.75491 -3.85297  0.067
H17 -5.10354 0.23294 -1.08987  0.078
H18 4.15675 -0.29551 -2.89851  0.073
H19 2.66620 -3.80899 -1.23063  0.075
H20 -6.04140 2.44204 -0.83021  0.052
H21 2.07223 0.45872 -0.54522  0.080
H22 1.93867 -0.34812 2.82225  0.067
H23 -5.13644 2.39472 -2.34783  0.055
H24 1.93572 -3.41602 -2.80735  0.085
H25 0.84584 0.80692 -1.77803  0.088
H26 2.39864 1.53652 4.36148  0.070

Forces on atoms 1 to 2 (eV/Å):
0.60 1.13 0.16
-0.78 0.32 -0.16

**LUMO**: 0.008 hartree
**F_max**: 1.8 eV/A
**Gap between HOMO and LUMO**: 6.4 eV
**HOMO level**: -6.23 eV